[1]
# C54H139N9O17

A 11-piece molecular cluster, C54H139N9O17 overall at a distorted geometry (ωB97M-V/def2-TZVPD, the OMol25 dataset).

XYZ file:
```
219
Properties=species:S:1:pos:R:3:forces:R:3
C -1.813 -4.976 3.423 -0.145 -0.488 -0.478
O -1.178 -4.942 4.668 -0.051 -0.214 -0.002
C 0.198 -5.228 4.634 0.518 0.454 0.218
C 0.675 -5.374 6.075 1.060 -0.251 0.405
C 0.419 -4.113 6.887 -1.481 -0.369 0.668
N 2.112 -5.733 6.092 -0.403 0.237 -0.922
H -1.726 -5.945 2.911 0.095 -0.200 0.321
H -1.405 -4.273 2.686 -0.080 0.413 0.298
H -2.872 -4.812 3.610 0.030 0.266 -0.154
H 0.460 -6.115 4.047 -0.304 -0.199 0.087
H 0.728 -4.388 4.159 0.052 0.063 0.006
H 0.118 -6.220 6.485 -0.025 0.070 0.193
H 0.929 -4.064 7.851 0.672 -0.148 -0.331
H -0.616 -4.181 7.245 -0.185 0.557 -0.483
H 0.573 -3.201 6.311 0.046 0.045 0.063
H 2.592 -4.972 5.611 0.412 -0.158 0.029
H 2.481 -5.710 7.034 -0.203 -0.068 0.111
C 0.366 -2.196 1.987 0.491 -0.632 -0.517
O 1.478 -1.373 1.732 0.221 0.220 -0.754
C 1.255 0.018 1.868 -1.051 0.011 1.326
C 0.301 0.671 0.875 -0.544 -0.452 -1.352
C 0.954 0.812 -0.495 0.171 0.347 -0.421
N -0.231 1.946 1.359 0.387 0.200 0.778
H -0.274 -2.356 1.111 -0.228 0.506 -0.034
H -0.226 -1.871 2.847 0.024 0.057 0.079
H 0.798 -3.186 2.142 -0.085 0.001 0.460
H 0.805 0.116 2.867 0.003 0.413 0.090
H 2.218 0.527 1.900 -0.023 -0.097 -0.224
H -0.610 0.077 0.700 0.419 -0.797 0.237
H 1.926 1.310 -0.463 -0.420 0.017 0.283
H 0.316 1.411 -1.152 -0.033 -0.055 -0.047
H 1.144 -0.135 -1.005 -0.197 -0.176 0.248
H -0.911 2.327 0.701 0.426 -0.107 -0.019
H -0.853 1.687 2.141 0.635 0.390 -0.296
C 4.584 1.120 0.610 -0.731 0.060 0.499
O 5.315 0.142 -0.068 0.272 -0.199 -0.564
C 5.012 -1.186 0.315 0.411 0.673 0.919
C 5.783 -2.146 -0.535 0.213 -1.667 -1.738
C 5.427 -2.105 -2.031 -0.785 0.342 0.273
N 5.527 -3.549 -0.064 0.286 1.087 -0.086
H 4.925 2.119 0.347 0.366 -0.203 -0.029
H 4.637 0.982 1.697 0.213 0.111 0.060
H 3.513 1.112 0.367 0.346 -0.263 -0.075
H 5.317 -1.348 1.360 0.299 0.125 -0.005
H 3.929 -1.356 0.357 -0.132 -0.212 -0.678
H 6.871 -2.025 -0.553 -0.037 0.845 0.789
H 5.899 -2.864 -2.657 0.243 -0.205 0.408
H 5.693 -1.146 -2.478 -0.203 0.108 0.120
H 4.349 -2.280 -2.091 -0.040 0.198 -0.299
H 5.808 -3.552 0.918 -0.101 -0.394 -0.083
H 6.255 -4.048 -0.568 -0.208 -0.543 0.238
C 5.662 -0.774 5.255 0.170 0.197 0.197
O 5.299 -1.098 3.934 0.074 0.004 0.241
C 3.903 -1.198 3.713 -0.043 -0.705 0.121
C 3.252 -2.364 4.494 0.111 0.121 -0.001
N 3.992 -3.626 4.401 0.537 0.713 -1.115
C 3.717 -4.302 3.110 -0.390 -1.014 1.291
C 4.823 -5.315 2.837 -0.093 0.396 0.629
O 6.004 -4.539 2.721 0.459 0.238 -0.751
C 7.147 -5.319 2.448 0.056 -0.380 0.708
H 5.269 -1.487 5.985 -0.121 0.052 0.006
H 5.345 0.243 5.509 -0.187 -0.039 0.091
H 6.748 -0.796 5.343 0.003 -0.069 -0.246
H 3.861 -1.374 2.641 -0.516 0.022 0.145
H 3.360 -0.282 3.967 0.170 0.230 -0.050
H 2.235 -2.510 4.121 0.010 0.050 -0.125
H 3.130 -2.111 5.550 0.128 0.124 0.033
H 4.974 -3.360 4.322 0.010 -0.031 0.393
H 3.568 -3.677 2.224 0.155 0.314 0.131
H 2.779 -4.808 3.359 -0.054 -0.360 -0.828
H 4.595 -5.914 1.949 0.197 0.120 -0.181
H 5.014 -5.985 3.683 -0.584 -0.139 0.044
H 8.008 -4.686 2.239 -0.237 0.233 -0.283
H 6.962 -6.034 1.642 0.086 0.113 -0.189
H 7.427 -5.890 3.342 -0.103 -0.166 -0.007
C 6.304 3.992 -9.908 -0.336 0.079 -1.607
O 6.621 3.198 -8.807 0.050 0.539 0.000
C 6.035 3.697 -7.613 0.510 -1.256 0.162
C 6.293 2.647 -6.521 -0.193 0.504 -0.297
N 5.351 2.855 -5.414 0.765 -0.445 -0.526
C 5.538 1.832 -4.381 -0.459 0.419 0.296
C 4.389 1.950 -3.373 1.322 -0.751 -0.534
O 4.588 3.094 -2.569 -0.621 -0.767 -0.584
C 3.478 3.336 -1.737 0.931 0.998 0.315
H 5.233 4.157 -10.093 -0.205 -0.351 0.556
H 6.642 3.470 -10.806 0.197 -0.060 0.133
H 6.711 5.009 -9.980 0.497 -0.095 0.700
H 4.956 3.746 -7.785 -0.006 0.548 0.304
H 6.531 4.633 -7.335 -0.509 0.275 -0.079
H 7.339 2.702 -6.189 0.069 0.009 -0.031
H 6.172 1.665 -6.980 -0.274 -0.044 0.134
H 5.654 3.730 -4.993 -0.426 0.076 0.162
H 6.539 1.942 -3.943 -0.160 -0.090 0.499
H 5.515 0.817 -4.784 -0.184 0.141 -0.403
H 4.378 1.022 -2.787 -0.037 0.170 0.458
H 3.470 1.949 -3.966 -0.199 0.463 0.116
H 3.895 3.913 -0.904 -0.525 -1.305 -1.687
H 2.999 2.448 -1.324 0.144 -0.020 -0.397
H 2.742 4.029 -2.161 -0.095 -0.418 -0.752
C -2.951 -6.037 -6.981 0.087 0.117 0.112
O -3.243 -7.230 -6.298 0.169 -0.250 0.048
C -3.771 -7.068 -4.997 -0.631 -0.845 0.131
C -2.776 -6.586 -3.966 0.641 1.693 -0.348
N -2.865 -5.131 -3.734 -0.499 -0.150 0.340
C -1.885 -4.661 -2.759 0.002 -0.047 -0.090
C -1.660 -3.158 -2.843 -0.194 -0.555 0.125
O -0.784 -2.924 -3.926 -0.036 0.286 0.072
C -0.234 -1.625 -3.902 -0.275 0.193 -0.503
H -2.211 -5.419 -6.459 0.023 -0.033 0.066
H -3.854 -5.437 -7.137 -0.024 0.021 -0.061
H -2.509 -6.312 -7.937 -0.147 -0.012 -0.052
H -4.097 -8.058 -4.670 0.101 -0.142 -0.335
H -4.702 -6.491 -5.050 0.207 0.454 0.209
H -1.775 -6.761 -4.386 0.054 -0.639 0.214
H -2.861 -7.073 -2.996 -0.131 -0.200 -0.107
H -2.772 -4.658 -4.623 0.231 0.193 0.111
H -0.922 -5.173 -2.886 0.096 0.120 -0.126
H -2.218 -4.934 -1.754 -0.195 0.056 0.041
H -1.257 -2.748 -1.909 0.318 -0.202 0.047
H -2.638 -2.672 -2.959 0.013 0.144 -0.356
H 0.396 -1.467 -3.022 0.002 0.001 0.071
H -1.017 -0.860 -3.949 -0.085 0.016 0.272
H 0.348 -1.477 -4.810 0.194 -0.249 0.084
C -8.735 4.192 -3.923 0.084 -0.207 0.420
O -8.278 2.952 -3.399 0.417 0.074 -0.623
C -9.155 2.356 -2.480 0.365 -0.140 0.784
C -8.636 0.972 -2.119 -0.558 -0.212 0.294
N -7.302 0.958 -1.570 0.501 0.357 0.353
C -6.537 -0.276 -1.778 -0.451 1.248 -1.131
C -5.118 -0.082 -1.317 0.849 -1.314 -0.086
O -4.372 0.774 -2.165 -0.369 0.099 -0.387
C -2.993 0.694 -1.879 -0.226 -0.216 0.887
H -8.125 4.561 -4.748 0.074 -0.781 -0.275
H -8.601 5.006 -3.200 -0.644 -0.145 0.382
H -9.760 3.994 -4.236 -0.169 0.788 -0.109
H -10.195 2.239 -2.805 0.072 0.133 -0.598
H -9.221 2.976 -1.578 0.131 0.063 0.163
H -8.757 0.303 -2.983 0.135 0.067 -0.140
H -9.311 0.602 -1.337 -0.149 -0.147 -0.156
H -6.752 1.684 -2.021 -0.121 0.069 0.006
H -6.521 -0.433 -2.869 0.334 -0.389 -0.016
H -7.014 -1.172 -1.382 0.039 0.207 0.559
H -4.653 -1.077 -1.381 0.081 -0.075 0.150
H -4.998 0.244 -0.278 -0.383 0.163 0.071
H -2.877 0.775 -0.791 0.317 0.437 0.024
H -2.475 1.497 -2.391 -0.007 0.004 -0.041
H -2.533 -0.272 -2.114 -0.246 -0.098 -0.452
C -2.422 7.054 3.254 0.243 -0.205 -0.295
O -1.547 5.960 3.456 -0.696 -0.100 0.397
C -1.471 5.644 4.845 1.761 0.577 -0.225
C -0.575 4.412 4.974 -0.584 -0.726 -0.655
N -1.408 3.228 4.785 -0.482 -1.021 0.152
C -0.737 1.944 4.918 0.901 0.273 1.181
C -1.678 0.789 4.647 1.794 -0.046 -0.206
O -1.985 0.792 3.258 -1.558 -0.005 0.871
C -2.974 -0.186 2.970 0.378 0.087 -1.292
H -3.430 6.821 3.613 -0.037 0.068 -0.001
H -2.451 7.238 2.180 -0.072 0.063 0.051
H -2.046 7.949 3.760 -0.063 0.037 0.039
H -2.448 5.562 5.327 -0.131 -0.526 -0.232
H -0.981 6.492 5.343 0.065 0.057 0.056
H -0.022 4.372 5.914 -0.386 -0.041 0.233
H 0.181 4.344 4.183 0.225 0.901 -0.014
H -1.751 3.206 3.829 -0.139 0.539 0.039
H -0.330 1.815 5.932 -0.620 0.142 0.289
H 0.228 1.893 4.390 -0.331 -0.166 -0.858
H -2.512 0.840 5.350 -0.408 0.041 -0.485
H -1.120 -0.144 4.814 -0.160 -0.023 0.375
H -2.585 -1.167 3.254 -0.347 -0.122 0.155
H -3.102 -0.163 1.884 0.167 -0.160 -0.011
H -3.978 0.014 3.350 0.239 0.116 0.634
C -2.045 3.844 -0.974 0.789 -0.118 -0.214
O -2.439 3.279 0.249 -0.265 -0.339 0.310
C -3.481 3.993 0.905 0.431 0.755 -0.244
C -4.834 3.642 0.306 -0.354 0.770 -0.173
N -5.791 4.742 0.393 -0.271 0.337 0.254
C -7.055 4.418 -0.247 -0.240 -0.104 -0.215
C -8.054 5.564 -0.125 0.625 -0.074 0.418
O -7.614 6.672 -0.888 0.414 -0.201 -0.663
C -8.529 7.733 -0.965 -0.596 -0.226 -0.066
H -2.798 3.744 -1.760 -0.204 0.444 0.117
H -1.172 3.302 -1.349 -0.064 -0.273 0.219
H -1.658 4.857 -0.823 -0.519 0.245 -0.153
H -3.224 5.056 0.803 -0.453 0.142 -0.222
H -3.418 3.849 1.985 0.014 -0.561 -0.080
H -5.287 2.808 0.845 0.134 -0.228 -0.229
H -4.688 3.392 -0.752 0.095 -0.500 0.055
H -5.463 5.579 -0.080 0.396 -0.091 0.128
H -7.479 3.519 0.209 -0.041 0.089 0.210
H -6.915 4.138 -1.303 -0.054 0.152 -0.148
H -8.053 5.854 0.930 -0.338 0.004 0.121
H -9.053 5.236 -0.424 -0.116 0.048 -0.117
H -8.691 8.166 0.025 -0.083 0.201 -0.035
H -9.489 7.401 -1.381 -0.114 -0.197 0.283
H -8.203 8.486 -1.681 0.547 -0.014 0.245
C 1.503 -4.347 -1.209 -0.142 -0.489 0.424
C 1.921 -5.398 -0.163 0.229 1.147 0.140
C 0.774 -5.833 0.726 -0.141 -1.140 0.221
O 2.523 -6.542 -0.736 -0.200 -0.299 -0.163
H 0.690 -4.787 -1.790 0.047 0.328 -0.117
H 2.299 -4.015 -1.877 0.194 -0.344 0.030
H 1.176 -3.440 -0.696 -0.240 -0.060 0.028
H 2.645 -4.932 0.519 0.129 0.140 -0.161
H 0.161 -5.017 1.100 0.199 0.160 -0.016
H 1.185 -6.404 1.564 0.063 0.321 0.227
H 0.097 -6.575 0.291 0.029 0.281 -0.593
H 3.239 -6.249 -1.308 0.020 0.050 0.059
C 1.439 5.414 1.087 0.187 1.414 0.670
C 2.478 4.434 0.598 -0.885 0.172 -1.398
C 3.890 5.016 0.551 -0.432 0.322 2.435
O 2.426 3.216 1.315 0.144 0.169 0.046
H 1.588 5.639 2.146 0.011 -0.028 0.096
H 0.379 5.186 0.975 0.136 -0.754 -0.136
H 1.553 6.370 0.562 0.142 -0.046 -0.015
H 2.225 4.280 -0.467 -0.464 -0.193 0.784
H 4.627 4.341 0.123 0.276 0.483 0.746
H 4.148 5.169 1.605 0.346 0.247 -0.079
H 3.889 5.980 0.047 0.071 -0.064 -0.163
H 1.477 2.975 1.397 0.076 -0.152 0.084
```
Forces are in eV/Å.

Values from the calculation:
SMILES string	COC[C@H](C)N.COC[C@H](C)N.COC[C@H](C)N.COCCNCCOC.COCCNCCOC.COCCNCCOC.COCCNCCOC.COCCNCCOC.COCCNCCOC.CC(C)O.CC(C)O
largest force on an atom	2.5	eV Å⁻¹
multiplicity	1
charge	0
Kohn-Sham gap	9.1	eV

***

[2]
# C5H11N2

A 2-piece molecular cluster, C5H11N2 overall at a distorted geometry (ωB97M-V/def2-TZVPD, the OMol25 dataset).

XYZ file:
```
18
Properties=species:S:1:pos:R:3:forces:R:3
C 2.595 -1.186 1.259 0.574 -0.148 -0.372
C 2.092 -1.273 0.029 -0.716 0.286 0.264
C 0.644 -1.309 -0.264 0.871 -1.025 -0.109
C 0.225 -1.295 -1.535 0.173 -0.276 0.370
H 2.030 -1.246 2.180 -0.271 0.150 -0.115
H 3.669 -1.090 1.368 -0.057 -0.123 0.130
H 2.736 -1.292 -0.843 0.137 0.171 0.100
H 0.039 -1.585 0.598 -0.448 0.527 -0.124
H -0.806 -1.405 -1.851 0.004 -0.212 0.057
H 1.006 -1.331 -2.286 -0.247 0.381 -0.279
N -1.440 1.206 -0.875 -0.222 0.008 -0.005
C -1.591 1.325 0.412 0.424 0.101 -0.166
N -2.232 2.306 1.004 -0.316 -0.357 0.005
H -1.921 1.846 -1.485 0.110 0.110 -0.311
H -0.809 0.497 -1.279 -0.299 0.179 0.395
H -1.119 0.580 1.041 0.200 0.097 0.016
H -2.254 2.322 2.007 -0.145 0.018 0.197
H -2.864 2.929 0.521 0.228 0.113 -0.053
```
Forces are in eV/Å.

Values from the calculation:
largest force on an atom	1.3	eV Å⁻¹
multiplicity	1
charge	+1
Kohn-Sham gap	8.9	eV